The following is a DFT calculation (wB97M-V/def2-TZVPD) of a structure of composition C44H52BiN5OP2SSb.

The geometry in XYZ format:
```
107
Properties=species:S:1:pos:R:3:forces:R:3:lowdin_charge:R:1
H 3.502081 -4.869554 0.658320 -0.003 -0.005 0.005 0.0740
H 5.391766 -0.273954 -0.188852 0.028 0.035 0.017 0.0891
C 1.188739 -0.047297 4.288419 0.102 0.091 0.086 -0.1445
H -1.658604 -4.585467 -3.625829 0.013 -0.041 -0.038 0.0570
C -0.545478 3.717091 0.510813 -0.002 0.090 -0.012 -0.0174
H 4.904031 5.498542 0.310178 -0.012 -0.061 0.016 0.1216
C -7.656264 4.255045 -3.549228 -0.044 -0.027 0.007 -0.0180
C 3.154407 0.817171 6.058534 0.029 0.009 -0.004 -0.0399
H -2.878984 -3.441465 0.534256 0.012 0.050 -0.058 0.0527
H -4.062467 0.037919 3.688422 0.027 0.005 0.002 0.1046
N -0.524455 1.341771 0.501677 -0.025 0.256 -0.025 -0.1371
H 0.794233 -4.922070 1.606652 -0.016 0.000 0.016 0.0560
C -5.022422 3.416679 -3.694961 0.013 -0.042 -0.095 -0.0446
H -7.925968 2.669395 -2.125084 0.050 0.065 -0.052 0.1214
H 1.055689 -5.784163 0.069169 -0.005 -0.056 0.032 0.0767
C 7.006718 -1.297712 0.771678 -0.005 -0.009 -0.035 -0.0532
H -3.112711 1.516081 3.614044 -0.003 -0.009 -0.023 0.1061
H 3.101093 -3.607369 1.826742 -0.010 0.021 0.003 0.0564
C -3.432741 0.650163 3.041461 0.121 -0.018 -0.071 -0.0076
H -2.689775 -4.047490 -2.287039 -0.003 0.020 -0.022 0.0460
H 0.891861 2.476096 1.512419 0.173 -0.034 -0.065 0.0836
N -2.236820 -0.094194 2.637031 -0.194 0.345 0.068 -0.0073
C -2.345352 2.519494 -0.538926 -0.144 0.001 0.008 -0.1861
C 3.620900 2.999192 2.209869 -0.002 0.049 -0.140 -0.1226
H 4.470192 0.865949 4.368107 -0.036 0.000 0.026 0.1122
C -2.258564 -1.282774 2.074503 -0.005 -0.188 -0.060 -0.6948
H 4.094527 -4.469890 -1.520036 -0.031 -0.007 -0.031 0.1005
C 7.450533 -1.929441 1.928377 -0.022 -0.008 0.008 -0.0415
C -6.782225 4.934988 -4.393053 -0.034 0.065 -0.053 -0.2575
H -4.236682 -1.446228 2.185797 -0.085 0.032 -0.043 0.1431
H 0.600991 -3.685633 -4.939327 0.059 -0.046 0.054 0.1115
H -2.076407 0.394750 -0.508289 0.022 0.006 0.048 0.0876
C 1.347773 -3.862750 -4.172515 -0.067 0.079 0.019 -0.0625
C 1.870802 0.547060 6.518045 0.003 -0.016 0.002 -0.0395
H 4.673721 -1.624249 3.847477 0.026 0.013 -0.006 0.0987
H 3.282538 2.811737 3.220839 0.012 0.016 0.008 0.0916
C 0.890486 0.112655 5.636063 -0.028 0.003 -0.016 -0.0601
C 5.723625 -0.769842 0.715221 0.066 -0.111 0.067 -0.1338
C 1.066016 -3.570345 -2.841767 0.226 -0.015 0.297 -0.3969
C 4.486410 3.514575 -0.391722 0.014 -0.041 -0.066 -0.0562
P 1.686913 -3.502175 -0.119942 0.598 -0.380 0.144 0.7011
C -1.724301 3.728729 -0.208603 -0.102 0.057 -0.039 0.0381
H -4.005373 3.063054 -3.814004 -0.002 -0.017 0.025 0.1126
H 4.830142 3.712473 -1.400526 -0.040 0.003 0.068 0.1191
N -3.569950 2.516801 -1.189828 0.103 -0.020 -0.052 0.1560
H -0.055186 4.640759 0.791437 -0.072 -0.030 0.002 0.1261
C -7.228746 3.183053 -2.780509 -0.101 0.032 0.110 -0.0124
H -8.230885 6.438091 -4.941232 0.025 -0.004 0.008 0.0829
C -5.908835 2.763352 -2.845370 0.071 0.003 0.133 -0.2483
H -1.360126 0.398816 2.635546 0.103 -0.019 0.044 0.0930
H 3.920386 1.153063 6.746859 -0.044 -0.017 -0.023 0.1245
H 1.638632 0.670116 7.568878 0.005 -0.008 -0.057 0.1232
C -4.421430 1.420717 -1.311529 -0.011 -0.021 0.279 -0.5066
H -3.936569 3.404832 -1.500451 0.039 0.061 -0.081 0.1382
H 6.960533 -2.534998 3.931651 -0.011 0.020 -0.061 0.1213
H 8.454867 -2.332980 1.971017 -0.053 0.024 -0.004 0.1222
H -7.328624 5.760467 -6.295017 -0.010 0.012 0.025 0.0939
C 4.095926 4.260274 1.865680 0.001 -0.020 0.003 -0.0486
C -1.014887 -1.769859 -3.660819 0.014 -0.022 0.116 -0.2661
Bi 0.744332 -0.923912 0.021715 -0.426 -0.272 -0.431 1.1004
S -0.752148 -2.138320 1.723744 -0.039 0.005 0.104 0.5592
Sb 2.983848 0.035634 1.788257 0.566 0.447 0.600 1.4431
H -1.129656 -2.318342 -4.594328 -0.008 0.015 -0.042 0.0468
C 3.590746 1.997341 1.243361 -0.297 -0.138 -0.074 -0.3941
H -1.967581 -1.295359 -3.424610 -0.022 0.000 0.018 0.0436
N -5.524123 1.623494 -2.061337 0.046 0.090 -0.179 0.1501
C 6.611971 -2.045267 3.030028 0.009 0.017 0.027 -0.0470
H -6.549094 6.912448 -5.219359 -0.021 -0.011 0.014 0.0865
C 3.568041 -4.580172 -3.582450 0.049 -0.003 -0.046 -0.0343
H -0.261027 -0.994272 -3.794911 0.004 0.016 0.007 0.0492
H -3.400450 -4.031573 2.124574 0.017 0.026 0.052 0.1021
H 4.536157 -4.969617 -3.873183 -0.052 0.029 0.017 0.1259
C 2.586650 -4.371050 -4.539928 -0.001 -0.020 -0.056 -0.0275
C 0.014889 2.506568 0.883658 -0.206 -0.103 -0.011 -0.1423
C -1.665978 1.350202 -0.206996 0.201 -0.267 0.100 -0.1198
C -5.461162 4.496772 -4.448259 0.026 0.004 0.040 -0.0288
H 2.786266 -4.601499 -5.579962 -0.008 0.022 0.070 0.1273
H -1.348623 -5.163844 -1.977771 -0.018 -0.021 -0.017 0.0416
C 2.473945 0.225523 3.828773 0.062 -0.032 -0.114 -0.3885
P -0.545351 -2.889389 -2.290746 0.047 -0.021 -0.296 0.8034
C -3.568600 -3.278617 1.356762 0.032 0.080 0.069 -0.0371
H 7.660812 -1.210322 -0.087752 -0.019 0.000 0.062 0.1196
O -4.191818 0.359166 -0.730691 -0.038 0.086 -0.104 0.0101
C -7.251697 6.079512 -5.253405 0.056 -0.105 0.038 -0.0335
H -4.587061 -3.369544 0.993418 -0.025 0.055 -0.015 0.1052
H 4.057564 -3.205003 0.391268 0.054 0.095 0.019 0.0389
C 2.061898 -3.812118 -1.867488 -0.306 0.223 -0.227 -0.3936
C 3.239940 -3.815655 0.765269 0.008 0.072 0.033 -0.2522
H -6.194511 0.873556 -2.004315 0.032 -0.103 0.004 0.1597
H -2.180922 4.666686 -0.511051 0.051 -0.052 0.085 0.1365
C -1.670662 -4.309546 -2.572477 0.011 0.109 0.229 -0.2436
C 4.895984 -0.881592 1.829334 -0.349 -0.106 -0.061 -0.3961
H 3.972227 1.483380 -0.825368 0.020 0.018 -0.004 0.0904
C 3.314596 -4.294948 -2.249012 -0.102 -0.080 0.035 -0.0701
C 5.323531 -1.523742 2.986476 0.052 -0.137 -0.115 -0.1297
C 4.009745 2.252681 -0.060975 -0.043 0.080 0.060 -0.1412
H -0.106029 -0.109955 5.998641 0.046 0.016 0.001 0.1138
C 3.464153 0.655765 4.715082 -0.077 -0.017 -0.015 -0.1376
H -3.992694 0.981251 2.166260 -0.060 -0.030 -0.045 0.0945
N -3.395993 -1.923426 1.896915 0.132 -0.175 -0.099 0.0207
C 4.530079 4.515623 0.570326 -0.007 0.005 0.054 -0.0450
H 4.132627 5.039496 2.617756 0.003 -0.028 -0.055 0.1203
H 0.425193 -0.400290 3.608896 -0.010 -0.082 -0.020 0.0224
H -4.763350 4.996666 -5.110409 -0.017 -0.027 0.013 0.1223
H -0.382632 -4.751710 0.287694 0.025 -0.029 -0.029 0.0140
H -8.692260 4.569175 -3.487489 0.059 -0.023 -0.009 0.1240
C 0.672532 -4.870906 0.525338 -0.190 0.199 -0.204 -0.2489
```
Positions in Å, forces in eV/Å.

2S+1: 1
Net charge: +3
E_LUMO, Ha: -0.31550

=====

The following is a DFT calculation (wB97M-V/def2-TZVPD) of a structure of composition C48H28N6S2Sr.

The geometry in XYZ format:
```
85
Properties=species:S:1:pos:R:3:forces:R:3:lowdin_charge:R:1
C -4.812622 -3.201609 0.201402 -0.063 -0.010 -0.021 -0.0258
C -0.292873 2.316026 1.922016 -0.094 -0.025 0.068 -0.2295
N 0.374544 1.808134 0.848847 0.486 0.415 0.816 -0.0338
C -1.426991 1.771230 2.531011 0.017 0.038 0.057 -0.0581
H 3.661547 -2.394140 -3.443091 0.009 -0.021 0.008 0.1273
C 0.784775 -2.821120 -1.028044 -0.012 -0.168 -0.048 -0.2471
C 4.159477 0.557541 -0.853070 -0.144 0.162 -0.041 -0.0338
C 3.098171 -3.455360 -1.678148 -0.105 0.067 0.010 -0.1966
C 2.783494 1.055864 -0.767287 -0.025 -0.068 0.175 -0.2274
C -1.056401 -4.121826 -0.997424 -0.131 0.112 0.083 -0.0227
H 4.632885 2.493792 -2.089669 0.062 -0.026 0.034 0.0815
C -2.107323 0.556149 2.188808 0.068 -0.074 0.131 -0.2294
C 2.381864 2.410780 -0.444627 0.198 0.160 0.001 -0.0337
C -1.288763 2.650735 4.892477 0.004 -0.010 0.025 -0.0459
H -6.848122 -3.835599 -0.012025 0.010 -0.008 0.004 0.0959
H 2.082771 4.586948 1.501494 -0.018 0.006 -0.041 0.1018
H 5.057038 1.132691 -0.694954 -0.006 0.016 -0.025 0.0942
N 1.940657 0.025440 -0.850927 0.962 -0.036 0.201 -0.0161
C 3.067528 5.956210 -1.632669 -0.056 -0.086 0.035 -0.0906
C 4.265374 5.834981 -2.320293 0.018 -0.018 0.027 -0.1195
H 0.077847 4.191067 3.166276 0.008 -0.057 -0.020 0.1009
H 4.325563 -6.492459 -0.769678 0.002 0.006 -0.004 0.0922
C -1.278365 -2.881928 -0.288093 0.076 -0.064 -0.014 -0.2452
C -3.217323 -0.022865 2.940311 0.065 0.134 0.024 -0.0147
S -0.728574 -0.046565 -3.642019 -0.126 0.313 -0.388 0.3773
C -5.608561 -5.398042 0.788295 0.051 0.040 -0.006 -0.1135
C 3.823419 -3.290633 -2.856612 0.058 -0.008 -0.070 -0.0295
C -3.516977 -3.543179 0.586493 0.072 0.069 -0.022 -0.1939
C -2.581851 -1.366775 1.248312 -0.022 -0.172 0.081 -0.2465
H 4.907769 -1.479313 -1.052795 -0.031 0.000 -0.012 0.1036
C -1.904939 2.480863 -3.295818 -0.350 0.607 0.140 -0.8279
C -5.850425 -4.120157 0.300148 0.074 0.005 0.011 -0.0890
H 5.608714 -6.174506 -2.870171 -0.012 0.007 0.010 0.0888
H 1.488563 4.960469 -0.614665 -0.005 0.025 0.002 0.1078
H -4.120744 -6.741046 1.564962 -0.007 0.010 -0.005 0.0926
C 0.357406 3.568514 2.329864 -0.165 -0.067 -0.023 -0.0034
C -4.321014 -5.749128 1.176758 0.010 0.081 -0.023 -0.0960
Sr -0.439126 0.228745 -0.738579 -1.228 0.847 -1.958 1.1091
H -4.792714 4.225278 4.602458 0.007 0.001 0.005 0.0948
H 4.726984 6.696336 -2.787293 -0.010 -0.004 -0.009 0.0876
H 0.738297 -4.843454 -2.027440 -0.025 0.011 0.021 0.1019
C 4.084471 -0.782115 -1.015455 -0.141 -0.085 -0.022 -0.0200
N -0.887596 2.164170 -6.597901 0.012 -0.001 -0.045 0.1008
H -3.517505 4.441425 6.719837 0.004 0.002 0.004 0.0877
H 2.722418 -4.759833 -0.025673 0.019 -0.004 -0.019 0.1195
H 5.709456 4.429116 -3.061357 -0.009 0.002 0.021 0.0931
C -1.070363 1.917432 -5.486158 -0.074 -0.216 0.614 -0.3322
N -0.159100 -2.116765 -0.367925 0.341 -0.882 0.416 -0.0298
N -1.769631 -0.272612 1.192653 -0.223 -0.112 0.792 -0.0181
C -3.261874 3.096816 3.615906 -0.078 0.066 -0.025 -0.0320
C -1.995209 2.520800 3.696995 0.001 -0.034 -0.117 -0.2083
C -1.285859 1.560566 -4.086945 0.235 -0.272 -0.608 -0.8273
C 1.359691 3.788345 1.463570 0.051 -0.055 -0.165 -0.0254
C 0.230210 -4.091034 -1.443256 0.162 0.124 -0.004 -0.0226
C 4.819186 4.570105 -2.458626 -0.071 -0.066 0.014 -0.1023
H -1.259653 3.425603 6.891350 -0.004 0.000 0.003 0.0914
H -4.992987 -2.206624 -0.188339 -0.003 -0.028 0.012 0.1276
C -3.286019 -4.828298 1.075016 -0.023 -0.073 0.044 -0.0438
H 2.561167 6.913036 -1.584155 0.005 -0.012 0.007 0.0976
H -0.305125 2.199970 4.965698 -0.034 0.016 0.009 0.1193
C -2.420698 -2.534893 0.488089 0.054 0.029 0.050 -0.0452
C 2.140545 -2.398859 -1.229235 -0.036 0.003 0.050 -0.0431
C 4.187777 -5.594981 -1.361198 -0.010 0.076 -0.045 -0.0962
C 1.371267 2.656447 0.517346 0.089 -0.102 0.105 -0.2418
C 4.721763 -4.260967 -3.284262 -0.053 0.005 0.050 -0.0896
C 4.909376 -5.416451 -2.537113 -0.053 0.037 0.051 -0.1138
C 2.469925 4.847781 -1.049180 0.005 0.090 -0.060 -0.0418
H -3.680861 0.397540 3.820480 0.027 0.006 -0.048 0.0981
H 5.267714 -4.115082 -4.208789 -0.005 -0.003 0.013 0.0956
C 2.669838 -1.123356 -1.037796 0.015 -0.120 -0.073 -0.2355
H -3.812348 3.009747 2.685320 0.019 0.006 0.042 0.1280
H -4.270362 -1.914638 2.655726 0.007 0.007 -0.025 0.1019
S -2.327972 2.332080 -1.595873 -0.027 0.219 -0.438 0.3818
C -3.521532 -1.201559 2.346349 0.055 -0.004 -0.142 -0.0142
N -2.618633 4.750397 -4.377133 -0.013 0.047 -0.002 0.1006
H -2.283468 -5.096290 1.386840 -0.026 0.004 -0.012 0.1180
H -1.782218 -4.904703 -1.154538 0.024 0.013 0.001 0.0985
C -3.093443 3.906235 5.878868 0.056 -0.048 -0.058 -0.1162
C 3.064517 3.575601 -1.083021 -0.111 -0.273 0.120 -0.1376
C 4.220087 3.463862 -1.874281 0.019 0.056 0.007 -0.0371
H -6.416532 -6.115890 0.863683 0.002 0.002 0.003 0.0889
C 3.288655 -4.624081 -0.939655 0.014 -0.023 -0.005 -0.0392
C -1.828220 3.338211 5.972984 -0.039 -0.009 -0.066 -0.0989
C -3.808370 3.781784 4.693883 0.060 -0.045 -0.014 -0.0916
C -2.293480 3.743870 -3.917244 0.136 -0.559 0.326 -0.3325
```
Positions in Å, forces in eV/Å.

2S+1: 1
Net charge: -2
E_LUMO, Ha: 0.11804

=====

HOMO energy, respectively: -14.051; -1.060 eV.
Maximum force, respectively: 0.01825; 0.04787 Eh/bohr.
Energy relative to the best compared isomer or geometry (same formula, charge and spin), respectively: 7.6; 29.5 kcal per mole.